1.
A structure of composition C10H40O10 in a non-equilibrium geometry. Source: OMol25; level of theory: the ωB97M-V functional and the def2-TZVPD basis.

E_HOMO, hartree: -0.28584
Largest force on an atom, eV/A: 19.59
Energy above the lowest of the compared OMol25 structures with the same formula, charge and spin, eV: 27.952

Structure (ORCA input):
```
! wB97M-V def2-TZVPD RIJCOSX def2/J DEFGRID3
* xyz 0 1
C -15.2932 12.2159 -3.5906
O -14.9353 12.8778 -4.8216
H -15.6881 12.8800 -2.8218
H -16.0614 11.4576 -3.7425
H -14.4679 11.6912 -3.1093
H -14.2835 13.5205 -4.5324
C -12.5498 11.7646 -4.9343
O -13.5644 11.8402 -5.9777
H -12.1770 10.7475 -4.8131
H -11.6872 12.3483 -5.2558
H -12.9693 12.1373 -3.9998
H -14.3735 11.9952 -5.4849
C -17.0739 12.7128 -6.2602
O -15.8502 12.0793 -6.2707
H -17.4377 12.6606 -5.2341
H -17.1335 13.7458 -6.6029
H -17.8676 12.2004 -6.8039
H -15.2656 12.5024 -5.6376
C -9.3148 11.6141 -5.4700
O -10.3102 10.9475 -4.6651
H -8.9019 12.4690 -4.9344
H -8.4632 10.9585 -5.6516
H -9.7097 11.8762 -6.4516
H -10.5865 10.1128 -5.0506
C -10.9003 12.5968 -2.7751
O -10.6464 12.8977 -4.1425
H -10.3945 11.6528 -2.5722
H -10.5322 13.3874 -2.1211
H -11.9697 12.4556 -2.6181
H -10.2646 12.0909 -4.4958
C -10.8668 15.5518 -3.7620
O -11.8077 14.5736 -4.0589
H -10.2307 15.3544 -2.8992
H -10.2743 15.8300 -4.6336
H -11.4421 16.4128 -3.4220
H -11.3690 13.7198 -4.0766
C -15.2249 10.0411 -5.6008
O -15.1117 8.6850 -5.2718
H -16.2542 10.3685 -5.7474
H -14.8245 10.6713 -4.8066
H -14.6941 10.2275 -6.5343
H -15.6322 8.1823 -5.9027
C -14.4887 11.2151 -8.2977
O -15.8997 10.9701 -8.1104
H -14.0198 10.6960 -9.1337
H -14.2400 12.2760 -8.3270
H -13.9631 10.9762 -7.3731
H -16.0833 11.3184 -7.2348
C -11.5457 11.7573 -7.8268
O -12.6372 12.5567 -7.4924
H -11.0344 12.1241 -8.7168
H -10.8611 11.8409 -6.9827
H -11.7081 10.7041 -8.0560
H -13.1387 12.1651 -6.7736
C -13.9246 9.8579 -2.8928
O -13.9166 8.5599 -3.5381
H -14.8466 10.0529 -2.3451
H -13.1807 9.7074 -2.1105
H -13.5569 10.7150 -3.4571
H -14.4752 8.6844 -4.3089
*
```

2.
The molecule C6H9N3O in a non-equilibrium geometry. Source: OMol25; level of theory: the ωB97M-V functional and the def2-TZVPD basis.

E_HOMO (spin up / spin down), hartree: -0.29630 / -0.27522
Largest force on an atom, eV/A: 4.96
Energy above the lowest of the compared OMol25 structures with the same formula, charge and spin, eV: 4.731

Structure (ORCA input):
```
! wB97M-V def2-TZVPD RIJCOSX def2/J DEFGRID3
* xyz 0 1
C -1.2093 1.2319 1.0423
C -0.5451 0.0904 -1.9171
C 1.4984 0.4259 -0.6216
C -0.3185 -1.2359 0.2012
C -0.1409 -0.7672 1.6881
C 0.2081 -0.1939 -0.7796
N -0.1617 0.7079 -2.9858
N 2.2657 0.1992 0.3593
N -0.9932 0.3775 1.9621
O -1.5247 2.3801 0.8092
H -1.5619 -0.4516 -1.9711
H 1.9541 0.8221 -1.5130
H 0.4696 -2.1379 0.0890
H -1.3952 -1.4602 0.1766
H -0.3406 -1.5397 2.4867
H 0.9537 -0.4745 1.6523
H -0.7606 0.9250 -3.8204
H 3.0526 0.8257 0.3342
H -1.4504 0.2752 2.8076
*
```

3.
The ion C4H2IO5S with charge -1 in a non-equilibrium geometry. Source: OMol25; level of theory: the ωB97M-V functional and the def2-TZVPD basis.

E_HOMO (spin up / spin down), hartree: -0.14015 / -0.14932
Largest force on an atom, eV/A: 6.81

Structure (ORCA input):
```
! wB97M-V def2-TZVPD RIJCOSX def2/J DEFGRID3
* xyz -1 3
C -0.6208 0.4717 -1.1782
C -1.7595 -2.0586 0.2467
C -0.9367 0.7776 -2.4268
C -0.5562 -1.5280 0.2171
O -0.5609 0.6740 -5.0009
O -2.9393 -2.3550 0.2292
O -1.6655 -1.2530 -4.0037
O -0.2462 -0.9102 -1.0323
O 0.4702 -1.6575 1.1278
S -0.4948 -0.3855 -3.9845
I -1.2383 2.8180 -2.8067
H -0.9158 0.8923 -0.3019
H 1.1142 -2.2484 1.0250
*
```

4.
A structure of composition C30H39BrClCuN6O4Si in a non-equilibrium geometry. Source: OMol25; level of theory: the ωB97M-V functional and the def2-TZVPD basis.

E_HOMO (spin up / spin down), hartree: -0.44253 / -0.44250
Largest force on an atom, eV/A: 1.02
Energy above the lowest of the compared OMol25 structures with the same formula, charge and spin, eV: 0.000

Structure (ORCA input):
```
! wB97M-V def2-TZVPD RIJCOSX def2/J DEFGRID3
* xyz 1 2
Cu -1.0491 2.5794 -1.6375
C 3.2175 3.3977 -2.5356
C 1.9297 3.5621 -2.0306
N 1.0103 2.6391 -2.2455
C 1.3171 1.5579 -2.9749
C 2.6084 1.4184 -3.4733
N 3.5441 2.3287 -3.2455
C 0.2310 0.5778 -3.1641
C 0.3758 -0.6444 -3.7996
C -0.7090 -1.5200 -3.8433
C -1.8994 -1.1449 -3.2206
C -1.9815 0.0998 -2.6204
N -0.9389 0.9304 -2.6306
C -3.1534 0.5953 -1.8762
C -4.3782 -0.0562 -1.7859
N -5.3565 0.4092 -1.0224
C -5.1488 1.5294 -0.3496
C -3.9447 2.2243 -0.4554
N -2.9730 1.7450 -1.2097
C -0.5967 -2.8248 -4.5257
C 0.0665 -2.9245 -5.7450
C 0.1253 -4.1635 -6.3671
N -0.4141 -5.2583 -5.8469
C -1.0383 -5.1656 -4.6799
C -1.1618 -3.9734 -3.9811
H 3.9920 4.1338 -2.3643
H 1.6374 4.4315 -1.4559
H 2.9086 0.5648 -4.0681
H 1.3206 -0.9422 -4.2292
H -2.7404 -1.8224 -3.2161
H -4.5902 -0.9648 -2.3361
H -5.9519 1.8865 0.2815
H -3.7631 3.1601 0.0534
H 0.5005 -2.0537 -6.2194
H 0.6206 -4.2847 -7.3235
H -1.4558 -6.0867 -4.2897
H -1.6602 -3.9532 -3.0201
O -1.0801 4.5553 -2.7187
Cl -1.8226 5.0309 -1.5637
O -1.5152 6.3588 -1.2405
O -3.2086 4.8025 -1.7591
O -1.3574 4.1291 -0.4657
C -1.0067 1.2743 4.2378
C 0.4794 1.1742 3.8653
C 0.9159 2.5582 3.3604
C 1.2744 0.8144 5.1304
Si 0.7684 -0.1896 2.5362
Br 0.0021 0.7311 0.5233
C -0.3574 -1.7498 2.7140
C -0.2033 -2.3498 4.1205
C 0.0541 -2.8128 1.6823
C -1.8433 -1.4353 2.4739
C 2.6246 -0.5655 2.1487
C 3.4632 0.7215 2.1896
C 2.8229 -1.1837 0.7545
C 3.1772 -1.5441 3.1981
H -1.1361 2.0953 4.9484
H -1.3699 0.3662 4.7193
H -1.6259 1.4918 3.3647
H 0.6958 3.3001 4.1336
H 0.3697 2.8479 2.4617
H 1.9824 2.6092 3.1519
H 1.0638 1.5505 5.9107
H 2.3509 0.8193 4.9542
H 0.9952 -0.1688 5.5168
H 0.8369 -2.5939 4.3478
H -0.7852 -3.2733 4.1833
H -0.5737 -1.6736 4.8928
H 1.0518 -3.2061 1.8812
H 0.0250 -2.4134 0.6657
H -0.6472 -3.6506 1.7346
H -2.2408 -0.7196 3.1899
H -2.4160 -2.3614 2.5802
H -2.0132 -1.0505 1.4677
H 3.0714 1.4772 1.5051
H 4.4848 0.4878 1.8771
H 3.5169 1.1439 3.1928
H 2.5399 -0.4851 -0.0333
H 2.2578 -2.1046 0.6178
H 3.8835 -1.4194 0.6272
H 3.0662 -1.1573 4.2135
H 4.2435 -1.7021 3.0164
H 2.6844 -2.5167 3.1455
*
```

5.
The ion C2FN6O4 with charge -1 in a non-equilibrium geometry. Source: OMol25; level of theory: the ωB97M-V functional and the def2-TZVPD basis.

E_HOMO, hartree: -0.22860
Largest force on an atom, eV/A: 3.36
Energy above the lowest of the compared OMol25 structures with the same formula, charge and spin, eV: 0.000

Structure (ORCA input):
```
! wB97M-V def2-TZVPD RIJCOSX def2/J DEFGRID3
* xyz -1 1
C -0.9156 0.0047 -0.2086
C 0.5048 0.2837 -0.3844
N -2.6783 -1.0540 0.1617
N -1.3731 -1.1920 0.1846
N -1.9202 0.8495 -0.4719
N -2.9957 0.1384 -0.2244
N 1.3920 -1.1790 0.2174
N 1.0928 1.3895 0.3538
O 1.7119 -1.9173 -0.6542
O 0.5834 1.6910 1.4129
O 1.5529 -1.2220 1.3948
O 2.0925 1.8995 -0.1226
F 0.9527 0.3080 -1.6590
*
```

6.
A cluster of 10 separate species, C60H50N10O20 in total in a non-equilibrium geometry. Source: OMol25; level of theory: the ωB97M-V functional and the def2-TZVPD basis.

E_HOMO (spin up / spin down), hartree: -0.40360 / -0.40360
Largest force on an atom, eV/A: 4.38
Energy above the lowest of the compared OMol25 structures with the same formula, charge and spin, eV: 0.031

Structure (ORCA input):
```
! wB97M-V def2-TZVPD RIJCOSX def2/J DEFGRID3
* xyz 1 2
C 2.1251 -7.6531 5.2594
C 2.0306 -6.5570 6.1772
C 1.5316 -5.4045 5.6159
C 0.8284 -5.4037 4.3927
C 0.8046 -6.5038 3.5982
C 1.4068 -7.6446 4.0597
N 0.1791 -4.1150 3.9807
O -0.2114 -3.3933 4.9331
O 0.0511 -3.8800 2.7471
H 2.3892 -8.6030 5.7003
H 2.2803 -6.5287 7.2276
H 1.4736 -4.5915 6.3244
H 0.1571 -6.4249 2.7374
H 1.2093 -8.5077 3.4413
C 3.2306 -1.4462 -3.8430
C 3.7987 -1.1764 -5.1059
C 4.9965 -1.6971 -5.4506
C 5.7018 -2.4502 -4.4627
C 5.2025 -2.5628 -3.2140
C 3.9817 -2.1334 -2.9000
N 6.9437 -3.1400 -4.8950
O 7.5004 -3.8262 -4.0068
O 7.3290 -3.1717 -6.0621
H 2.3573 -0.8495 -3.6244
H 3.2043 -0.7748 -5.9132
H 5.4001 -1.7562 -6.4505
H 5.6066 -3.0892 -2.3620
H 3.5928 -2.0772 -1.8940
C -3.7692 2.2948 1.5479
C -4.1908 1.9548 2.8085
C -5.4289 1.4418 3.0096
C -6.3487 1.3149 1.9621
C -5.8915 1.6222 0.5934
C -4.5910 2.0629 0.3726
N -7.6610 0.6365 2.2371
O -7.9212 0.2970 3.4177
O -8.1547 0.2210 1.2506
H -2.7304 2.5897 1.5269
H -3.4574 2.0460 3.5960
H -5.7974 1.1790 3.9901
H -6.4383 1.4475 -0.3214
H -4.1409 2.3029 -0.5794
C -3.0965 3.2795 -5.6382
C -2.3329 2.8515 -6.7553
C -1.0458 2.3059 -6.4778
C -0.5674 2.1051 -5.1372
C -1.3304 2.6117 -3.9898
C -2.5912 3.1529 -4.3152
N 0.6840 1.4373 -4.8395
O 1.2999 1.0137 -5.8423
O 1.0125 1.3097 -3.6171
H -4.0951 3.6492 -5.8191
H -2.6736 3.1831 -7.7251
H -0.3732 2.1132 -7.3006
H -0.8754 2.6090 -3.0104
H -3.2104 3.3510 -3.4527
C 1.7077 -1.4488 1.4643
C 2.6398 -0.7371 0.6948
C 2.2202 0.3913 0.0217
C 0.9371 0.9073 0.1024
C 0.0631 0.1507 0.8778
C 0.4681 -0.9734 1.5763
N 0.4472 2.1502 -0.6141
O 1.2961 2.7490 -1.2855
O -0.7489 2.4210 -0.4739
H 2.0530 -2.2684 2.0770
H 3.6886 -0.9911 0.6527
H 2.9763 0.9235 -0.5365
H -0.9831 0.4110 0.9413
H -0.2633 -1.5396 2.1338
C -7.0225 -4.0824 0.8339
C -5.9158 -4.5381 1.4778
C -4.8343 -3.7850 1.8319
C -4.7454 -2.4326 1.3609
C -5.7952 -2.0038 0.5764
C -6.9408 -2.7274 0.3707
N -3.6246 -1.5640 1.6925
O -3.1601 -0.7836 0.8909
O -3.0989 -1.6277 2.8349
H -7.8664 -4.7032 0.5713
H -5.8550 -5.5204 1.9226
H -3.9678 -4.1539 2.3606
H -5.8256 -1.0432 0.0838
H -7.6962 -2.1808 -0.1743
C -0.5029 6.3563 -3.3638
C -0.5449 7.6565 -3.8523
C 0.4657 8.6116 -3.6063
C 1.5952 8.1252 -2.8585
C 1.5862 6.8089 -2.3653
C 0.5627 5.9915 -2.5619
N 2.6966 9.0961 -2.5145
O 3.4061 8.8748 -1.5632
O 2.7325 10.2374 -3.0621
H -1.3168 5.7122 -3.6626
H -1.4199 7.9013 -4.4363
H 0.3152 9.6357 -3.9146
H 2.4871 6.4460 -1.8930
H 0.4235 5.1486 -1.9012
C 6.5513 -5.8226 5.6468
C 5.6140 -6.2363 4.6806
C 5.1581 -5.3534 3.7166
C 5.6804 -4.0231 3.7608
C 6.5582 -3.5840 4.7854
C 7.0678 -4.5041 5.6553
N 5.3452 -3.0994 2.6286
O 4.5797 -3.4453 1.7264
O 5.9238 -2.0099 2.6612
H 6.8810 -6.4594 6.4544
H 5.1612 -7.2062 4.5367
H 4.4940 -5.4378 2.8692
H 6.9907 -2.5959 4.8402
H 7.8242 -4.2839 6.3940
C 1.2291 5.4463 2.1664
C 0.2933 5.5255 1.1723
C -0.0904 6.7969 0.8103
C 0.5714 7.9838 1.2930
C 1.6009 7.8386 2.2331
C 1.9446 6.5613 2.7243
N 0.0724 9.3224 0.8302
O 0.6212 10.3489 1.1302
O -1.0151 9.3338 0.1962
H 1.4574 4.4096 2.3652
H -0.0960 4.6986 0.5970
H -0.8476 6.8297 0.0409
H 2.0212 8.8121 2.4378
H 2.7370 6.3805 3.4355
C -1.3568 -4.4862 -0.7860
C -2.6323 -4.8835 -1.3044
C -3.5322 -4.0238 -1.8621
C -3.2164 -2.7104 -1.8395
C -1.9350 -2.2192 -1.3217
C -1.1319 -3.1133 -0.7792
N -4.0542 -1.6400 -2.5117
O -5.2266 -1.9087 -2.5094
O -3.5838 -0.5916 -3.0288
H -0.5743 -5.1442 -0.4379
H -2.8212 -5.9466 -1.3288
H -4.4954 -4.3136 -2.2553
H -1.6296 -1.1917 -1.4536
H -0.1633 -2.6779 -0.5825
*
```

7.
A cluster of 2 separate species, C8H12F3N2O in total in a non-equilibrium geometry. Source: OMol25; level of theory: the ωB97M-V functional and the def2-TZVPD basis.

E_HOMO (spin up / spin down), hartree: -0.48663 / -0.38641
Largest force on an atom, eV/A: 1.28
Energy above the lowest of the compared OMol25 structures with the same formula, charge and spin, eV: 0.000

Structure (ORCA input):
```
! wB97M-V def2-TZVPD RIJCOSX def2/J DEFGRID3
* xyz 1 1
C 1.1179 0.3612 -0.6780
C -3.3293 0.0122 1.3885
C -2.5476 -0.8740 2.2669
C 2.9797 0.4507 -2.0080
C 2.0476 -0.7069 -2.4154
C -1.8268 0.2698 1.5360
C -0.9466 -0.0489 0.4606
C 0.6571 -2.3821 1.6951
N 2.2687 1.0026 -0.8662
N 0.2196 0.6334 0.2700
O 0.8975 -0.5836 -1.5620
F 0.7882 -2.6196 2.9953
F 1.7321 -1.6618 1.2574
F 0.5934 -3.5146 0.9927
H -3.6725 -0.3683 0.4403
H -3.9775 0.7512 1.8328
H -2.6233 -0.7753 3.3386
H -2.3227 -1.8759 1.9326
H 3.9742 0.1061 -1.7168
H 3.0796 1.2042 -2.7946
H 1.7047 -0.6489 -3.4492
H 2.4882 -1.6899 -2.2349
H -1.5331 1.1139 2.1489
H -1.1712 -0.8216 -0.2577
H 2.6537 1.7285 -0.2864
H 0.4537 1.3588 0.9425
*
```

8.
The molecule C5H12N2O in a non-equilibrium geometry. Source: OMol25; level of theory: the ωB97M-V functional and the def2-TZVPD basis.

E_HOMO, hartree: -0.35518
SMILES: CC1(C)O[C@@]1(C)NN
Largest force on an atom, eV/A: 3.07
Energy above the lowest of the compared OMol25 structures with the same formula, charge and spin, eV: 2.840

Structure (ORCA input):
```
! wB97M-V def2-TZVPD RIJCOSX def2/J DEFGRID3
* xyz 0 1
C 1.5204 -0.8593 -1.1527
C 0.2674 -0.8159 -0.3003
C -0.6836 -1.9591 -0.5764
O 0.4660 -0.4716 1.0579
C -0.2481 0.4786 0.2792
C -1.7161 0.6381 0.6334
N 0.3394 1.7514 0.0242
N 0.9382 2.3996 1.1367
H 1.2938 -0.5265 -2.1646
H 2.2955 -0.2200 -0.7365
H 1.8995 -1.8795 -1.1971
H -1.0861 -1.8624 -1.5830
H -0.1532 -2.9077 -0.5007
H -1.5025 -1.9792 0.1355
H -1.9144 1.6523 0.9715
H -1.9945 -0.0374 1.4380
H -2.3360 0.4413 -0.2376
H 1.0915 1.4584 -0.6446
H 1.3034 1.7409 1.8280
H 0.2193 2.9580 1.5889
*
```